Arrangement A

14
Properties=species:S:1:pos:R:3:nbo_charge:R:1 method="wB97M-V/def2-TZVPD" total_charge=0 e_homo_ev=-9.59 smiles="NOC(=O)CC(N)=O"
C 0.0173 -0.5573 1.2650 -0.60
C 0.0269 -1.7614 0.3906 0.70
C -0.3216 0.5322 0.0042 0.83
N 1.0685 2.2022 -0.9040 -0.50
N -0.7828 -1.3435 -0.7667 -0.86
O 0.8476 0.8171 -0.6353 -0.43
O 0.8633 -2.6084 0.2862 -0.51
O -1.2633 1.2908 0.0768 -0.65
H 0.1497 2.6538 -0.9087 0.36
H 1.5934 2.5622 -0.1025 0.34
H -0.4815 -1.7045 -1.6643 0.41
H -1.7698 -1.1375 -0.6891 0.41
H -0.9023 -0.5008 1.8458 0.24
H 0.9545 -0.4450 1.8022 0.25


Arrangement B

14
Properties=species:S:1:pos:R:3:nbo_charge:R:1 method="wB97M-V/def2-TZVPD" total_charge=0 e_homo_ev="-8.30 / -8.30"
C 0.4757 -1.3626 0.8966 -0.66
C -1.4651 -0.0343 -0.1821 -0.66
C -0.0758 -0.1811 0.2960 0.22
N 0.8733 0.9121 -2.2052 0.28
N 0.7278 0.8762 0.3358 0.33
O 1.8464 0.8230 0.8103 -0.53
O 0.6234 1.9528 -1.8786 0.02
O 0.2957 2.0254 -0.1243 -0.39
H 1.1262 -1.9183 0.1577 0.24
H 1.0294 -1.0941 1.7029 0.25
H -0.2549 -2.0277 1.2024 0.21
H -1.5057 1.0017 -0.5133 0.25
H -1.6284 -0.6928 -1.0858 0.22
H -2.0680 -0.2804 0.5877 0.22


Relative energy table, unit hartree: arrangement A 0.0000; arrangement B 0.1908